[1]
The following is a quantum chemistry calculation of an isolated molecule of C3H5Cl3S in a non-equilibrium geometry, from the Open Molecules 2025 dataset.

Results
Highest occupied orbital energy in eV: -9.124
ΔE to the lowest compared entry with this formula, charge and spin in kJ/mol: 78.5
HOMO-LUMO gap in hartree: 0.3396
SMILES: CC(Cl)(Cl)CSCl

CARTESIAN COORDINATES (ANGSTROEM)
1 C 1.592604 -0.418508 0.639103
2 C 0.117606 -0.449097 0.224273
3 Cl -0.029274 -1.919025 -0.739563
4 Cl -0.741627 -0.528734 1.721906
5 C -0.525062 0.710635 -0.880264
6 S -2.222078 0.451667 -1.265019
7 Cl -3.484828 0.957392 0.277592
8 H 1.662933 0.578324 1.134153
9 H 1.716142 -1.226154 1.379768
10 H 2.351040 -0.387221 -0.182582
11 H -0.188243 0.589211 -1.919966
12 H -0.249208 1.641507 -0.389405

Cartesian forces (eV/Å) of the 6 atoms listed first:
C 0.0567 2.1987 -0.1040
C 0.5317 0.4583 -3.0864
Cl -0.4385 -1.3137 -0.2032
Cl -1.0655 0.1480 0.4624
C 0.9247 -1.1913 3.1906
S -1.0308 0.0143 -0.1530

These are the Mulliken partial charges, in e, on atoms 1 to 8: C -1.198; C 0.626; Cl -0.182; Cl -0.130; C -0.754; S 0.100; Cl -0.163; H 0.311

---

[2]
The following is a quantum chemistry calculation of an isolated molecule of C6H5FS in a non-equilibrium geometry, from the Open Molecules 2025 dataset.

Results
Highest occupied orbital energy in eV: -8.747
ΔE to the lowest compared entry with this formula, charge and spin in kJ/mol: 146.8
HOMO-LUMO gap in hartree: 0.2953
SMILES: F/C=C1\C=CCC1=S

CARTESIAN COORDINATES (ANGSTROEM)
1 F -2.664735 -1.492148 0.022011
2 C -1.333093 -1.669389 -0.042660
3 C -0.532510 -0.626482 -0.059879
4 C -0.973051 0.788310 0.008586
5 C 0.118574 1.559271 -0.027074
6 C 1.392267 0.792578 0.010382
7 C 0.921377 -0.640967 -0.038262
8 S 1.910509 -1.918930 0.001292
9 H -1.007015 -2.708768 0.008573
10 H -1.993832 1.216435 -0.001754
11 H 0.093768 2.640624 -0.031528
12 H 2.144796 1.039457 -0.789182
13 H 1.922949 1.020003 0.939495

Cartesian forces (eV/Å) of the 6 atoms listed first:
F 0.2992 -0.1908 -0.1037
C -0.3969 -1.0128 0.3224
C -0.6975 1.2301 0.3003
C 0.1666 0.6344 -0.5692
C -0.4958 0.5785 0.0218
C 0.6356 0.4209 -0.5402

These are the Mulliken partial charges, in e, on atoms 1 to 8: F -0.234; C -0.019; C 0.362; C -0.643; C -0.396; C -0.338; C -0.073; S -0.306

---

[3]
The following is a quantum chemistry calculation of a cluster of 2 separate species, C4H8N2O in total, from the Open Molecules 2025 dataset.

Results
Highest occupied orbital energy in eV: -9.910
ΔE to the lowest compared entry with this formula, charge and spin in kJ/mol: 201.4
HOMO-LUMO gap in hartree: 0.3946
SMILES: CN1CC1.N=C=O

CARTESIAN COORDINATES (ANGSTROEM)
1 C -1.299059 1.134264 0.376775
2 N -0.301889 0.083656 0.304876
3 C 0.169602 -0.536596 1.525696
4 C 1.053283 0.364108 0.746211
5 H -1.309862 1.667153 -0.579831
6 H -1.104644 1.838404 1.198762
7 H -2.285260 0.685163 0.525995
8 H -0.212635 -0.158718 2.473065
9 H 0.301869 -1.613295 1.464019
10 H 1.258122 1.345794 1.173271
11 H 1.847186 -0.048688 0.127898
12 N -0.135906 -1.489912 -1.962719
13 C 0.762566 -1.245295 -2.731306
14 O 1.610119 -1.090042 -3.536074
15 H -0.353492 -0.935995 -1.106637

Cartesian forces (eV/Å) of the 6 atoms listed first:
C -0.0625 0.0872 0.0804
N -0.0825 -0.0565 -0.0869
C -0.0625 -0.1395 0.2061
C 0.1942 0.1011 -0.0409
H 0.0166 0.0276 0.2321
H -0.0349 -0.0161 -0.1194

These are the Mulliken partial charges, in e, on atoms 1 to 8: C -0.993; N -0.217; C -0.360; C -0.488; H 0.302; H 0.366; H 0.321; H 0.250